Here is a molecular structure, C35H31CeF3N8O10S at a distorted geometry from the OMol25 dataset. Energies are from ωB97M-V/def2-TZVPD.

Geometry (Å):
Ce (0.1794, 0.3993, -0.1858)
S (1.8055, 1.6581, -2.5690)
F (4.7572, 0.5682, -5.5468)
F (5.8335, 1.3171, -3.8217)
F (3.9742, 2.2332, -4.4236)
O (-1.9695, 1.2616, 0.8563)
O (-0.0605, 0.1140, 2.1290)
O (-0.2789, 4.8129, 0.3537)
O (-1.4243, -1.1429, 3.3811)
O (-2.6220, -4.2299, -3.4765)
O (-2.3998, -3.2156, -1.1433)
O (-1.6888, -1.2696, -0.2839)
O (-2.1579, -3.6474, -5.5656)
O (3.3333, 2.3972, 5.2878)
O (0.3901, 2.6679, 0.1787)
N (2.2571, -0.8111, -1.8996)
N (-1.3623, 2.2328, -1.7659)
N (1.2063, 2.0158, 4.5763)
N (0.8918, -1.9535, 0.5243)
N (-0.2627, -0.3471, -3.8439)
N (-0.6135, -0.5457, -2.5767)
N (-1.4525, 3.4009, -0.9625)
N (2.6237, 0.5757, 0.9746)
C (0.5282, -3.0035, 0.8085)
C (4.5463, -1.1979, -3.4008)
C (-6.3183, -0.9324, 1.4452)
C (3.9061, 0.0286, -3.4232)
C (-2.1134, -3.4137, -4.3774)
C (-2.3761, 0.6990, 2.1142)
C (-2.4082, 1.7576, 3.2069)
C (-0.7347, -1.3032, -4.6548)
C (-6.0383, 0.4067, 1.2109)
C (4.5789, 1.0607, -4.2842)
C (2.7282, 0.2222, -2.6479)
C (-3.2119, 2.5537, 5.3346)
C (-4.0365, -1.2715, 2.1442)
C (-2.4491, 3.7084, 5.2054)
C (-3.7498, 0.0680, 1.9182)
C (-1.4531, -2.1830, -3.8695)
C (-1.8656, -2.0874, -1.2159)
C (-0.3378, 3.6742, -0.0874)
C (-5.3134, -1.7655, 1.9094)
C (-4.7669, 0.8992, 1.4498)
C (-1.3417, -1.6502, -2.5614)
C (0.0703, -4.3044, 1.2605)
C (4.0272, -2.2374, -2.6480)
C (2.3814, 1.3516, 2.0323)
C (2.9882, 1.1589, 3.2667)
C (-1.1979, -0.2509, 2.5772)
C (3.5440, -0.3793, 1.1090)
C (-3.1947, 1.5859, 4.3443)
C (2.5511, 1.9329, 4.4756)
C (-1.6101, 2.8953, 3.1037)
C (3.9627, 0.1821, 3.3844)
C (-1.6424, 3.8712, 4.0902)
C (4.2624, -0.5885, 2.2735)
C (2.8810, -1.9809, -1.9195)
C (-1.1936, -4.1812, 2.1276)
H (-1.7409, 4.2386, -1.4460)
H (5.0205, -1.3587, 2.3118)
H (-1.4343, -5.1533, 2.5576)
H (-2.0268, -3.8496, 1.5139)
H (4.5054, -3.2061, -2.6249)
H (-2.3346, 2.1528, 0.7704)
H (-1.0343, 4.7595, 3.9731)
H (0.8792, -4.7708, 1.8254)
H (1.6960, 2.1739, 1.8658)
H (-2.5543, -3.8556, -2.5361)
H (4.4605, 0.0347, 4.3343)
H (-0.9510, 3.0253, 2.2549)
H (-5.5242, -2.8124, 2.0899)
H (-2.2988, 1.9215, -1.9854)
H (-1.0345, -3.4589, 2.9282)
H (-4.5691, 1.9530, 1.2821)
H (-0.8489, 2.4098, -2.6222)
H (0.3885, 0.4171, -4.0251)
H (-6.8162, 1.0668, 0.8469)
H (-0.1263, -4.9130, 0.3753)
H (0.7927, 2.5137, 5.3453)
H (5.4541, -1.3418, -3.9736)
H (3.7250, -0.9921, 0.2361)
H (-3.7861, 0.6851, 4.4488)
H (-2.4853, 4.4698, 5.9745)
H (0.6074, 1.5614, 3.9024)
H (-3.8343, 2.4171, 6.2105)
H (-7.3115, -1.3225, 1.2603)
H (-3.2608, -1.9224, 2.5134)
H (2.4364, -2.7551, -1.3028)
H (-0.5621, -1.3181, -5.7174)

The lowest unoccupied orbital energy (spin up / spin down) comes out at 2.1 / 2.1 eV. Its total charge is -1. The multiplicity is 2. The calculation puts the total energy at -3716.174795 Eh. As for the gap between HOMO and LUMO (spin up / spin down): 7.84 / 7.84 eV.